Below is a 3-piece molecular cluster, C24H46F2N2O6Si2 overall at a distorted geometry, with properties calculated with the ωB97M-V functional and the def2-TZVPD basis.

Atoms and positions in Å:
C1 1.1183 -2.8199 1.1910
C2 0.7343 -1.3027 0.8466
C3 1.9702 -0.4899 0.2823
N1 1.6367 0.6182 -0.6478
Si1 0.5369 1.8214 0.0219
N2 1.3804 3.1682 0.8627
C4 1.5158 2.7095 2.2776
C5 0.2335 2.9277 3.1834
C6 -0.6404 2.4967 -1.3645
F1 0.0921 3.5730 -1.9737
F2 -0.8233 1.5330 -2.3711
C7 -1.9726 3.1203 -0.8081
C8 -3.2600 2.2041 -0.9404
Si2 -4.0101 1.6510 0.7339
C9 -2.8797 0.2779 1.4916
C10 -4.1229 3.1222 1.9498
C11 -5.7229 0.8001 0.5231
C12 -6.4831 0.6166 1.7856
C13 -7.7868 -0.0525 1.8076
C14 -8.3135 -0.5344 0.5281
C15 -7.5744 -0.3459 -0.7294
C16 -6.2549 0.3281 -0.7567
H1 0.6121 -3.4955 0.4557
H2 2.2304 -2.9469 1.1259
H3 0.7999 -3.1114 2.2244
H4 -0.1921 -1.2374 0.2205
H5 0.4617 -0.8487 1.8482
H6 2.5866 -1.2299 -0.3150
H7 2.6332 -0.1432 1.1150
H8 1.3178 0.2757 -1.5566
H9 -0.3684 1.2525 1.0394
H10 0.6785 3.9214 0.8977
H11 2.3485 3.3092 2.7535
H12 1.8207 1.6348 2.3687
H13 0.1172 1.9966 3.8154
H14 -0.7281 3.0396 2.6183
H15 0.3087 3.7802 3.9046
H16 -1.7920 3.3377 0.2876
H17 -2.0891 4.1275 -1.2967
H18 -3.1265 1.2917 -1.5766
H19 -4.0456 2.8378 -1.4555
H20 -2.2746 0.6832 2.3517
H21 -2.1713 -0.0039 0.6597
H22 -3.4660 -0.6383 1.7690
H23 -5.1708 3.3103 2.3191
H24 -3.5040 2.9441 2.8816
H25 -3.7315 4.0913 1.5200
H26 -6.0425 0.9744 2.7521
H27 -8.2746 -0.1780 2.7984
H28 -9.2954 -1.0573 0.5386
H29 -8.0028 -0.7507 -1.6779
H30 -5.6625 0.4539 -1.6906
C17 5.9872 -6.3898 5.9370
C18 4.6390 -5.8983 5.4496
O1 4.7771 -4.7234 4.6395
C19 5.1869 -4.9352 3.3838
O2 5.4332 -6.0054 2.8882
O3 5.3014 -3.7466 2.7773
C20 5.8253 -3.8230 1.4518
H31 6.5288 -5.5866 6.4418
H32 5.8660 -7.2253 6.6280
H33 6.6110 -6.7209 5.1050
H34 4.0248 -5.6134 6.3051
H35 4.0973 -6.6770 4.9087
H36 5.2575 -4.5247 0.8401
H37 6.8780 -4.1073 1.4837
H38 5.7468 -2.8342 1.0021
C21 -0.2486 2.2981 -5.2014
C22 1.1705 2.8267 -5.2299
O4 2.0853 1.8319 -5.7142
C23 2.0947 1.6539 -7.0384
O5 1.4235 2.2517 -7.8414
O6 2.9654 0.6747 -7.3211
C24 3.0055 0.3171 -8.7015
H39 -0.2986 1.3656 -4.6388
H40 -0.9213 3.0247 -4.7443
H41 -0.6106 2.0820 -6.2087
H42 1.4871 3.0710 -4.2149
H43 1.2487 3.7417 -5.8209
H44 3.1756 1.1898 -9.3325
H45 2.0785 -0.1844 -8.9836
H46 3.8331 -0.3770 -8.8400

**Frontier orbital gap**: 9.680 eV
**Energy**: -2281.75742 Eh
**SMILES string**: CCCN[Si@@H](NCC)C(F)(F)CC[Si](C)(C)c1ccccc1.CCOC(=O)OC.CCOC(=O)OC
**Energy above the lowest of the compared OMol25 structures with the same formula, charge and spin**: 208.6 kJ/mol
**M**: 552.808 g/mol